# 1
Here is a structure of composition C48H39Cl2CuF12N9O22S4 at a distorted geometry from OMol25. Energies are from ωB97M-V/def2-TZVPD.

Each line ends with the Löwdin spin population.
Geometry (Å):
Cu  -2.12  -0.29  1.21  0.82
Cl  7.04  -0.12  -0.76  0.00
Cl  4.40  -3.17  0.68  0.00
S  -4.97  -0.91  1.32  0.01
S  0.80  -1.99  0.51  0.00
S  -1.14  -2.72  -0.88  0.00
S  -4.96  1.77  1.68  0.00
F  -1.65  -5.33  -0.54  0.00
F  -1.62  -4.26  1.31  0.00
F  0.85  0.26  1.85  0.00
F  -3.55  2.82  -0.34  0.00
F  -4.94  4.19  0.59  0.00
F  -3.28  -4.00  -0.04  0.00
F  -5.62  2.57  -0.78  0.00
F  -7.20  -1.65  0.02  0.00
F  -6.11  -0.12  -1.02  0.00
F  -5.38  -2.10  -0.98  0.00
F  0.88  -1.56  3.11  0.00
F  2.66  -0.93  2.21  0.00
O  -1.43  -0.48  5.42  0.00
O  -4.38  2.40  2.84  0.00
O  -6.39  1.51  1.75  0.01
O  -0.16  -3.37  -1.72  0.01
O  -1.35  1.78  2.12  0.00
O  1.78  0.49  -4.33  0.00
O  -3.89  -1.88  1.22  0.03
O  1.57  -1.45  -0.59  0.00
O  0.61  -1.20  -3.78  0.00
O  -3.19  -3.63  -9.40  0.00
O  -2.17  -2.08  -1.68  0.00
O  4.57  5.62  0.06  0.00
O  -1.55  0.90  -0.60  0.01
O  -0.63  2.58  3.96  0.00
O  6.19  3.71  7.73  0.00
O  -1.25  -4.00  -8.57  0.00
O  5.27  2.37  9.11  0.00
O  -5.80  -1.02  2.49  0.00
O  0.07  1.81  -1.67  0.00
O  1.10  -3.36  0.82  0.00
O  5.80  4.28  1.27  0.00
O  -1.93  -0.93  3.38  0.01
N  -2.40  -3.60  -8.48  0.00
N  1.66  -0.69  -4.09  0.00
N  -4.02  0.52  1.14  0.05
N  5.37  2.87  8.01  0.00
N  4.98  4.52  0.42  0.00
N  -2.08  -1.05  4.58  0.00
N  -0.73  2.62  2.76  0.00
N  -0.75  -1.63  0.46  0.03
N  -1.04  1.34  -1.62  0.00
C  1.32  5.63  0.62  0.00
C  0.84  4.50  2.73  0.00
C  5.17  -2.90  -3.92  0.00
C  -3.89  0.83  -4.07  0.00
C  3.76  3.53  -1.52  0.00
C  -3.12  -1.94  5.11  0.00
C  5.22  -1.65  -4.47  0.00
C  -1.98  -4.17  0.03  0.00
C  4.13  2.07  4.61  0.00
C  4.56  2.31  6.93  0.00
C  4.27  3.39  -0.22  0.00
C  -3.87  -1.57  6.19  0.00
C  0.34  4.87  -0.02  0.00
C  2.75  1.30  -1.22  0.00
C  -4.89  -2.38  6.67  0.00
C  -3.13  0.85  -2.89  0.00
C  3.31  1.74  7.20  0.00
C  -5.12  -3.61  6.06  0.00
C  -1.78  1.22  -2.87  0.00
C  1.41  5.53  1.99  0.00
C  2.99  2.45  -1.96  0.00
C  -1.83  1.38  -5.28  0.00
C  -2.29  -2.32  -4.95  0.00
C  2.87  -1.53  -4.16  0.00
C  -4.17  -3.28  -6.81  0.00
C  6.16  -1.14  0.41  0.00
C  2.47  1.38  6.16  0.00
C  -1.23  1.66  -4.07  0.00
C  4.02  -0.94  -4.66  0.00
C  -3.16  1.02  -5.22  0.00
C  0.00  3.63  2.03  0.00
C  2.95  1.43  4.85  0.00
C  -4.78  2.95  0.18  0.00
C  -0.29  3.87  0.69  0.00
C  2.78  -2.85  -3.75  0.00
C  -2.86  -3.12  -7.18  0.00
C  -1.91  -2.67  -6.25  0.00
C  -3.61  -2.55  -4.58  0.00
C  -4.55  -2.97  -5.51  0.00
C  -4.40  -3.96  4.93  0.00
C  4.17  2.19  0.47  0.00
C  5.01  2.44  5.63  0.00
C  1.34  -0.96  2.02  0.00
C  3.41  1.14  -0.03  0.00
C  -3.43  -3.11  4.40  0.00
C  -6.02  -1.19  -0.28  0.00
C  5.11  -1.87  -0.36  0.00
C  3.95  -3.57  -3.69  0.00
H  6.07  -3.51  -3.81  0.00
H  -0.85  -2.59  -6.45  0.00
H  5.96  2.86  5.33  0.00
H  -1.59  -2.14  -4.16  0.00
H  2.54  2.57  -2.94  0.00
H  1.01  4.43  3.79  0.00
H  5.80  -0.41  1.13  0.00
H  1.91  6.39  0.12  0.00
H  -5.87  -4.24  6.51  0.00
H  4.69  2.06  1.41  0.00
H  3.01  1.67  8.23  0.00
H  -5.44  -1.96  7.50  0.00
H  -3.94  -2.30  -3.58  0.00
H  3.96  0.05  -5.09  0.00
H  6.90  -1.83  0.81  0.00
H  -2.82  -3.50  3.60  0.00
H  3.38  0.22  0.53  0.00
H  -3.52  0.44  -1.96  0.00
H  1.86  -3.34  -3.44  0.00
H  -4.50  -4.94  4.48  0.00
H  -0.17  1.89  -4.14  0.00
H  2.16  0.53  -1.69  0.00
H  6.19  -1.25  -4.72  0.00
H  -3.55  -0.72  6.80  0.00
H  -5.51  -3.12  -5.02  0.00
H  2.02  6.20  2.59  0.00
H  -1.19  1.39  -6.14  0.00
H  0.21  5.08  -1.08  0.00
H  -1.16  3.40  0.26  0.00
H  5.47  -2.37  -1.26  0.00
H  -3.74  0.95  -6.14  0.00
H  4.32  -1.25  -0.79  0.00
H  4.48  2.23  3.59  0.00
H  4.00  -4.57  -3.28  0.00
H  3.85  4.44  -2.08  0.00
H  -4.86  0.35  -4.04  0.00
H  1.50  0.98  6.45  0.00
H  -4.98  -3.64  -7.44  0.00
H  2.40  1.10  3.97  0.00

As for the energy above the lowest of the compared OMol25 structures with the same formula, charge and spin: 0.0 kcal/mol. Its spin multiplicity is 2. The calculation puts the molecular weight at 1584.6 g/mol. The value obtained for the orbital gap (spin up / spin down) is 8.609 / 6.007 eV. The value obtained for the largest force on an atom is 0.0914 Eh/bohr. The expectation value of S² is 0.752.


# 2
Here is a structure of composition C8H15Br18ClGaNOP from OMol25. Energies are from ωB97M-V/def2-TZVPD.

Each line ends with the Mulliken charge.
Geometry (Å):
Br  5.26  0.36  1.20  -0.05
Br  3.96  0.36  -1.71  -0.01
Br  -2.07  -7.67  -0.41  -0.02
Br  1.43  4.20  -3.93  0.05
Br  1.22  1.15  -4.84  -0.05
Br  0.44  7.81  -3.88  -0.01
Br  1.06  3.22  2.44  0.07
Br  2.41  8.35  -1.44  -0.01
Br  0.47  2.00  -1.87  0.09
Br  -0.08  -6.79  -2.74  -0.05
Br  1.17  0.07  1.08  0.04
Br  1.46  -2.93  2.06  -0.08
Br  0.83  -2.30  -1.01  -0.02
Br  3.55  7.24  -4.19  -0.04
Br  2.92  5.19  4.14  -0.02
Br  4.34  3.11  -0.12  0.04
Br  2.23  5.83  1.09  0.02
Br  0.49  -5.92  0.26  0.04
Ga  -3.84  -0.81  1.46  0.09
Cl  -6.53  -2.19  3.25  -0.34
P  -5.87  -2.04  1.25  0.10
O  -5.48  -3.65  0.98  -0.48
N  -2.42  -4.26  2.26  -0.55
C  1.61  5.04  2.74  -0.40
C  -2.17  -3.39  1.09  0.29
C  1.72  -1.71  0.60  -0.28
C  5.03  1.34  -0.45  -0.35
C  -2.10  -1.90  1.45  -0.47
C  0.49  2.53  -3.71  -0.41
C  2.21  8.34  -3.36  -0.34
C  -0.25  -7.28  -0.88  -0.34
H  2.77  -1.67  0.38  0.30
H  6.01  1.45  -0.88  0.36
H  0.73  5.59  3.05  0.34
H  -2.74  -3.69  3.03  0.26
H  -1.21  -3.69  0.68  -0.40
H  -3.94  -0.03  2.87  -0.25
H  -1.63  -1.82  2.42  0.41
H  0.33  -8.18  -0.73  0.34
H  -2.91  -3.59  0.32  0.25
H  -1.44  -1.41  0.75  -0.09
H  -0.53  2.70  -4.02  0.36
H  -5.97  -3.90  0.17  0.32
H  -3.83  0.24  0.25  -0.29
H  -1.53  -4.63  2.57  0.25
H  2.37  9.35  -3.70  0.33

Its spin multiplicity is 1. The calculation puts the molecular weight at 1715.6 g/mol. The value obtained for the orbital gap is 4.801 eV. The value obtained for the largest force on an atom is 0.0186 Eh/bohr. Its charge is -1.